68
Properties=species:S:1:pos:R:3:forces:R:3 method="wB97M-V/def2-TZVPD" homo_lumo_gap_ev=5.83 largest_force_ha_per_bohr=0.1985 energy_ev=-63993.546 homo_ha=-0.3929 total_charge=+1
C 2.458620 2.045230 3.810705 -5.492 -4.661 -7.235
C 1.726169 1.361055 2.797563 3.188 4.680 5.688
C 0.887127 0.717964 1.560233 1.794 -0.720 -0.697
N -0.435394 0.651781 1.210255 3.143 0.117 3.280
C -1.327305 1.369898 2.182068 -1.311 1.042 0.984
C -1.462071 0.708407 3.672273 0.591 -3.605 2.107
N -1.271088 -0.619814 4.001109 -0.817 5.633 -1.111
C -0.682851 -0.040944 -0.132565 -2.525 -1.150 -1.318
C -0.863878 1.216495 -1.121165 -0.454 1.946 -0.924
C 0.283579 1.599664 -2.189528 0.057 1.529 -1.408
C 0.804010 3.174730 -1.975208 0.126 -1.132 -0.190
C -0.382948 4.286677 -2.184190 -0.857 -0.642 1.440
N 0.101336 5.676533 -2.552638 1.281 0.588 2.043
C 1.484911 5.974019 -2.016489 4.997 -0.472 -4.480
C 1.879876 6.308213 -0.459099 0.688 0.363 -0.586
O 2.500224 5.920156 -2.921489 -6.347 0.234 5.945
C -2.078045 -0.932797 -0.337781 -2.918 -2.038 -0.791
C -2.330055 -1.490742 -1.858587 -3.241 -0.877 4.603
C -3.687610 -2.373339 -1.925148 1.964 1.998 2.622
C -4.577563 -2.548557 -0.607254 0.406 0.143 -0.238
N -4.405776 -2.079149 0.793721 4.967 1.292 -6.498
C -3.130205 -1.312202 0.808975 0.565 0.199 -0.611
C 0.471478 -1.182906 -0.228498 1.389 0.855 0.977
C 0.223661 -2.252345 1.000795 0.075 -1.229 0.627
C 1.534539 -2.615780 1.914315 -0.749 -1.438 1.846
O 2.658892 -3.233495 1.199383 0.256 2.764 0.886
C 0.993555 -3.818108 2.952908 0.098 0.467 0.165
N 2.145914 -4.822478 3.108334 -1.749 1.099 0.954
C 1.011606 -1.757264 -1.663483 -1.656 -0.653 -1.137
I 3.233651 -1.667826 -1.866064 -0.882 1.059 -0.377
C 0.553135 -3.293100 -2.037313 -0.706 0.286 -2.039
C 0.156344 -3.322037 -3.664827 -0.726 -0.458 0.012
I 2.235111 -4.756168 -1.903342 -1.689 -0.353 0.348
S 1.980043 -0.132235 0.305305 -2.205 1.321 2.434
H 3.021586 2.633684 4.671640 -1.394 -1.700 -2.308
H -2.405926 1.489043 1.744135 2.075 -0.265 0.709
H -0.862139 2.456880 2.336087 -1.124 -2.367 -0.314
H -1.721360 1.429523 4.583655 0.444 -1.077 -2.461
H -1.427700 -0.722746 5.044720 0.180 0.276 -1.501
H -1.895016 1.224099 -1.728505 2.297 -0.571 1.609
H -0.976496 2.194020 -0.437594 0.245 -2.263 -1.300
H -0.192700 1.588158 -3.283786 1.012 -0.156 2.316
H 1.240448 0.948808 -2.239981 -1.789 0.990 0.418
H 1.712902 3.289480 -2.739327 -2.052 0.163 1.827
H 1.171764 3.218286 -0.843982 -0.475 0.152 -2.462
H -0.921903 4.402066 -1.125318 0.926 -0.579 -2.091
H -1.233534 3.954887 -2.940115 2.049 0.609 1.345
H -0.541726 6.377292 -2.086765 0.873 -1.168 -0.692
H 2.717524 7.154645 -0.500717 -1.920 -1.891 0.017
H 0.994599 6.688405 0.207312 1.618 -0.959 -1.366
H 2.417217 5.348111 -0.007414 -1.383 2.002 -0.969
H -1.570377 -1.255808 -2.719148 -1.907 -0.592 1.734
H -4.006105 -2.872662 -2.942333 0.572 1.120 2.432
H -5.580662 -3.181565 -0.763346 2.507 1.550 0.359
H -2.850621 -0.915150 1.901472 -0.663 -0.993 -2.616
H -0.593636 -1.890087 1.793468 1.861 -0.488 -1.877
H -0.204612 -3.305474 0.633654 1.047 2.488 0.388
H 1.859244 -1.747995 2.667890 -0.587 -1.590 -2.073
H 3.530850 -2.851804 1.560567 -2.131 -0.826 -0.819
H 0.701285 -3.314438 3.976669 0.408 -0.871 -1.940
H 0.028769 -4.336837 2.539173 1.970 0.796 0.685
H 1.747627 -5.632244 3.633931 0.829 1.020 -0.248
H 2.875617 -4.315857 3.669275 -0.969 -1.166 -0.462
H 0.632662 -1.108892 -2.592584 0.862 -1.178 2.412
H -0.414846 -3.665150 -1.496119 2.213 0.725 -0.606
H 0.705034 -2.490724 -4.279764 -0.985 -1.536 1.248
H 0.396293 -4.363786 -4.164739 -0.413 2.207 1.203
H -1.025039 -3.195729 -3.750980 2.542 -0.046 0.084

---

82
Properties=species:S:1:pos:R:3:forces:R:3 method="wB97M-V/def2-TZVPD" multiplicity=2 e_above_lowest_kcal_mol=0.0 homo_lumo_gap_ev="6.79 / 6.80" largest_force_ha_per_bohr=0.0222 energy_ev=-143584.768 homo_ha="-0.2502 / -0.2504" total_charge=0
Ce 0.316474 0.409866 0.647263 0.067 1.066 -0.399
S 1.546109 0.527090 3.066566 0.229 -0.428 0.215
C 1.490754 -1.195394 3.453205 -0.029 -0.105 0.105
C 1.369600 -1.543759 4.811808 -0.025 -0.013 -0.071
C 1.360546 -2.853383 5.251162 0.009 0.040 -0.014
C 1.502159 -3.895749 4.342130 -0.007 0.029 0.032
C 1.637416 -3.588923 3.003674 0.067 0.045 -0.135
C 1.607685 -2.268615 2.548493 -0.014 -0.164 0.097
S 1.798710 -2.049705 0.768306 -0.024 -0.275 0.136
C 0.437008 -3.081242 0.079545 0.018 0.104 0.018
C -0.813854 -2.431465 -0.489719 0.156 -0.023 -0.125
C -2.002367 -3.153032 -0.467820 -0.087 -0.100 0.017
C -3.132639 -2.586967 -1.017638 -0.042 -0.023 0.012
C -3.043858 -1.347922 -1.640339 -0.076 -0.044 -0.044
C -1.818330 -0.711340 -1.680618 0.209 0.028 -0.113
C -1.662260 0.566226 -2.480480 0.005 0.020 0.196
S -1.688408 2.125140 -1.499728 0.027 -0.021 -0.019
C -0.114368 3.083658 -1.320201 -0.082 -0.148 -0.030
C -0.511753 4.564031 -1.478650 0.095 0.018 0.024
C 0.624708 5.198246 -2.300314 0.024 -0.052 0.012
C 2.503630 5.379671 -0.550964 -0.076 0.008 0.033
C 2.837553 4.098193 -0.415435 -0.185 -0.031 -0.063
C 1.980155 2.874968 -0.662090 0.038 -0.054 -0.161
S 2.901215 1.428160 -0.146034 0.165 0.322 0.148
N -0.731807 -1.237775 -1.082815 -0.207 -0.300 -0.128
H 1.274929 -0.731128 5.520737 -0.008 -0.026 0.006
H 1.255640 -3.063836 6.309262 0.002 0.023 -0.035
H 1.521850 -4.926976 4.671727 -0.001 0.035 -0.013
H 1.786206 -4.390145 2.287091 -0.014 0.032 0.012
H 0.144100 -3.778866 0.859550 -0.023 -0.020 0.016
H 0.905049 -3.654262 -0.723904 -0.019 -0.050 -0.019
H -2.039605 -4.119218 0.017814 -0.005 0.055 -0.030
H -4.081346 -3.107889 -0.969661 0.025 0.017 -0.008
H -3.908246 -0.892130 -2.105753 0.016 -0.016 0.012
H -2.534308 0.682244 -3.120835 -0.037 -0.007 0.002
H -0.787249 0.532930 -3.112161 0.010 -0.027 -0.079
H -1.529804 4.700666 -1.830505 -0.021 0.016 0.022
H 0.309053 5.920938 -3.052437 0.015 -0.009 -0.012
H 3.247229 6.123535 -0.276452 -0.016 -0.043 -0.032
H 3.825734 3.860993 -0.044041 -0.001 -0.017 -0.042
N 1.368301 4.108583 -2.895631 -0.020 0.015 0.046
C 1.178481 5.912996 -1.006289 -0.018 0.007 0.057
C 1.233834 7.407215 -1.138189 0.013 -0.125 0.025
C 0.289727 8.214960 -0.668212 -0.187 0.022 0.081
C -0.890662 7.696569 0.042998 0.104 0.167 -0.101
C -1.069791 6.397441 0.257202 0.060 -0.088 -0.082
C -0.091594 5.372139 -0.221409 0.087 -0.020 -0.001
S 0.208693 4.160035 1.099535 -0.023 -0.021 -0.208
N 0.570442 2.899341 -0.010868 0.328 0.544 -0.177
C 1.217553 2.902349 -2.100128 -0.029 0.067 0.136
C 1.456070 1.656216 -2.893498 0.092 0.177 0.052
C 1.961533 1.697614 -4.185063 0.041 0.063 -0.056
C 2.301334 0.509952 -4.809961 0.010 0.048 -0.030
C 2.125851 -0.675825 -4.118746 0.004 -0.071 -0.010
C 1.580838 -0.620740 -2.848593 0.028 -0.055 0.032
N 1.243979 0.514040 -2.240363 -0.075 -0.110 -0.099
H 2.347934 4.340816 -3.021222 0.005 0.010 -0.007
H 2.107266 7.814085 -1.640570 -0.027 -0.013 0.032
H 0.382961 9.287486 -0.791132 -0.018 -0.039 0.009
H -1.628220 8.406767 0.398280 0.035 -0.019 -0.015
H -1.945138 6.031230 0.785284 0.051 0.011 -0.004
H 2.075193 2.650298 -4.681416 0.000 -0.026 -0.002
H 2.701973 0.511882 -5.815998 -0.011 0.008 0.022
H 2.391246 -1.630026 -4.554354 -0.004 0.022 0.020
H 1.403710 -1.529842 -2.289716 -0.014 -0.016 0.000
Cl -2.057810 -3.640910 2.883565 -0.042 0.050 0.053
C -2.866486 -2.107246 2.741949 -0.058 -0.170 0.124
C -4.184412 -1.997147 3.216542 0.078 -0.170 -0.009
C -4.835452 -0.806576 3.156846 -0.038 0.121 -0.011
Cl -6.475076 -0.697219 3.741321 0.078 0.024 -0.027
C -4.188210 0.341493 2.632053 -0.015 0.030 -0.001
C -4.780780 1.618761 2.577180 -0.058 -0.034 0.029
C -4.067535 2.659018 2.063823 0.019 0.090 -0.032
C -2.768136 2.428162 1.584180 -0.024 0.034 -0.009
N -2.170923 1.260032 1.605722 -0.327 -0.161 0.319
C -2.867027 0.213127 2.142762 -0.045 0.035 0.056
C -2.175992 -1.044111 2.190638 0.189 -0.145 -0.132
O -0.976527 -1.139589 1.711632 -0.479 -0.128 0.411
H -4.676776 -2.867610 3.628792 0.035 0.004 -0.002
H -5.787347 1.755768 2.949245 0.016 -0.005 -0.007
H -4.483487 3.657060 2.014550 0.023 -0.032 -0.002
H -2.204095 3.249541 1.169588 0.037 0.038 -0.024

---

80
Properties=species:S:1:pos:R:3:forces:R:3 method="wB97M-V/def2-TZVPD" multiplicity=6 e_above_lowest_kcal_mol=71.6 homo_lumo_gap_ev="6.93 / 7.82" largest_force_ha_per_bohr=0.0524 energy_ev=-101626.542 homo_ha="-0.2813 / -0.2813" total_charge=0
C -2.494044 4.084675 -6.114675 -0.507 0.127 0.433
C -1.165804 4.549614 -6.617464 0.703 0.469 -0.625
H -2.895330 4.757081 -5.346320 0.019 -0.151 -0.074
H -2.475128 3.068874 -5.697840 0.109 0.255 -0.093
H -3.198413 4.087491 -6.962329 0.065 -0.056 0.333
C -1.092482 5.722743 -7.291847 0.134 -0.898 0.196
C -2.168802 6.748387 -7.344982 -0.535 0.600 -0.455
H -0.275905 6.005493 -7.959300 0.010 -0.474 0.666
H -2.485274 7.160474 -6.375110 0.150 -0.338 -0.147
H -3.068063 6.400257 -7.871052 0.016 -0.080 0.184
H -1.787663 7.584250 -7.946131 -0.236 -0.033 0.232
Sm -0.088789 1.319434 -3.555632 -0.597 0.977 0.676
Cl -1.902898 -0.154353 -2.488390 0.066 0.011 -0.073
Cl -0.035077 -0.031211 -5.699162 0.217 -0.194 -0.086
C 2.507180 -0.386705 -3.172145 -0.232 1.399 0.846
O 1.814722 0.521450 -2.570389 1.170 -2.251 -0.904
N 3.823618 -0.484146 -3.056807 -0.780 0.190 0.106
C 4.600473 0.329505 -2.109852 0.144 0.179 -0.207
C 4.550118 -1.279023 -4.053024 -0.142 -0.107 -0.219
H 2.018360 -1.115825 -3.841980 0.211 0.318 0.120
H 4.182887 0.274445 -1.092912 0.027 0.029 -0.496
H 4.673098 1.379229 -2.438675 -0.194 -0.374 0.152
H 5.609184 -0.097710 -2.123740 -0.253 0.199 0.264
H 4.042103 -2.260568 -4.145407 0.563 0.496 -0.103
H 5.582948 -1.379622 -3.683333 -0.513 -0.264 -0.384
H 4.546931 -0.746777 -5.032064 0.105 -0.451 0.657
H -2.669461 3.205372 2.323766 0.261 0.173 0.015
H -1.102420 4.968658 -0.589092 0.334 -0.049 0.326
C -1.628300 3.559972 2.316001 -0.140 -0.456 0.183
C -0.601958 4.786185 0.374058 -0.154 -0.086 -0.098
N -1.073985 3.530535 0.963986 0.089 -0.075 -0.161
H -1.050324 2.922987 3.009006 -0.170 0.319 -0.273
C -0.966035 2.396303 0.264120 0.686 0.231 -1.464
O -0.427877 2.338297 -0.872086 -0.606 0.019 1.108
H 0.479725 4.751667 0.221603 -0.149 0.045 -0.112
H -1.376490 1.502661 0.750330 0.033 -0.012 0.000
H -1.599446 4.597238 2.665642 -0.063 -0.401 0.014
H -0.837179 5.578544 1.085619 0.057 0.015 -0.251
O 0.257797 3.129922 -5.081012 -0.010 1.042 -0.200
C -0.035283 3.519178 -6.520273 0.010 0.026 0.016
C 1.759632 5.171110 -7.353623 0.089 -0.107 -0.090
C 1.190665 3.894440 -7.353636 0.029 -0.483 -0.115
H 1.280319 5.941243 -6.745729 0.623 -0.343 -0.217
C 2.878634 5.462014 -8.147478 -0.621 -0.064 0.400
H -0.416679 2.572884 -6.926952 0.090 0.162 0.145
C 1.712644 2.922820 -8.227009 0.074 0.253 0.088
H 3.299729 6.466746 -8.067351 0.028 -0.359 -0.226
C 3.399634 4.488609 -8.997983 -0.013 0.215 0.278
C 2.803198 3.228638 -9.051684 -0.086 -0.279 0.184
H 1.243040 1.927890 -8.249281 0.335 0.462 -0.019
H 4.279453 4.734010 -9.591453 -0.231 -0.206 0.007
H 3.211927 2.460417 -9.713658 -0.173 0.274 0.186
Si 1.525535 4.026128 -4.079431 1.662 -0.309 0.051
Cl -0.106850 5.204481 -3.165464 -2.157 -0.367 0.962
C 2.130502 5.768342 -4.429310 0.736 0.605 -0.769
C 2.864659 2.757688 -4.815163 0.109 0.329 -0.458
C 2.230786 3.583841 -2.289702 -1.037 0.072 0.270
H 2.853180 5.850872 -5.243262 0.360 0.040 0.317
H 2.563664 6.121108 -3.471775 -0.151 -0.153 -0.523
H 1.286526 6.441184 -4.663926 0.576 -0.353 0.048
H 1.555394 3.881962 -1.492240 0.040 0.095 0.088
H 3.141379 4.191451 -2.202476 -0.095 -0.065 -0.312
H 2.503576 2.551236 -2.096186 0.109 -0.004 -0.141
H 3.306318 3.196681 -5.717332 0.017 -0.179 -0.082
H 2.445901 1.789999 -5.131068 -0.003 0.085 -0.037
H 3.692101 2.540643 -4.126307 -0.146 0.205 -0.020
N 0.503594 -0.613734 0.446181 0.732 0.405 -1.143
C 0.140086 -1.178313 1.624531 -0.325 -0.394 1.129
C -0.618605 -2.381512 1.655402 0.293 0.509 0.112
C -1.120086 -2.866962 2.863763 0.380 0.455 -0.076
C -0.865896 -2.171526 4.057877 0.063 -0.029 -0.068
C -0.044019 -1.029240 4.036022 -0.178 -0.432 -0.209
C 0.503203 -0.555348 2.843728 -0.631 -0.423 -0.183
H 0.069756 -0.904942 -0.417861 -0.011 0.103 0.175
H 1.042824 0.248776 0.399312 -0.468 -0.520 0.131
H -0.784177 -2.905105 0.708329 -0.107 0.178 0.372
H -1.702820 -3.792152 2.859693 0.166 0.358 0.089
H -1.291002 -2.542155 4.998398 0.248 0.249 -0.400
H 0.159578 -0.493015 4.960403 0.032 -0.168 -0.107
H 1.158975 0.318617 2.820068 -0.254 -0.186 0.065